No. 1
The following is a DFT calculation (ωB97M-V/def2-TZVPD) of one molecule with the formula C5H5NO4.

```
15
Properties=species:S:1:pos:R:3:mulliken_charge:R:1
C -2.12387 0.06662 -0.89993 -0.57
H -2.42831 -2.13461 -0.91380 0.43
H -0.83041 1.89491 -0.67378 0.36
H 2.54844 1.35840 0.33768 0.41
O 1.96303 1.08564 2.04467 -0.66
C -0.98751 0.78979 -0.53396 -0.35
C 1.36462 -0.08805 0.04740 0.09
O -0.57048 -1.40171 -0.40243 -0.33
C -1.84478 -1.23039 -0.84354 -0.28
C -0.07641 -0.15867 -0.20343 0.29
N 1.33370 0.13993 1.64822 0.96
H -2.93238 0.37990 -1.41873 0.43
O 2.09992 0.96223 -0.42115 -0.51
H 1.88505 -1.06041 -0.07165 0.27
O 0.59938 -0.60358 2.30445 -0.53
```

M: 143.10 g/mol
Largest force on an atom: 0.0612 Eh/bohr
Net charge: 0
SMILES string: O=[N+]([O-])[C@H](O)c1ccco1
HOMO: -9.2 eV
Frontier orbital gap: 9.337 eV

No. 2
The following is a DFT calculation (ωB97M-V/def2-TZVPD) of C3H4CrLiO2 as an isolated structure.

```
11
Properties=species:S:1:pos:R:3:mulliken_charge:R:1
O 5.00032 0.83711 -2.65617 -0.36
C 6.07873 0.85062 -3.53851 -0.73
C 4.53433 -0.33738 -2.12062 0.71
H 5.75805 0.96096 0.03333 -0.02
H 5.76363 0.71058 -4.57735 0.68
H 8.10989 1.29208 -3.87686 0.32
C 7.29728 1.28769 -3.14692 -0.44
Li 6.36916 -1.58049 -3.85497 0.90
H 7.40520 2.09281 -2.41540 0.29
Cr 4.12759 0.02689 -0.00151 0.46
O 4.84762 -1.36489 -2.74823 -0.81
```

M: 131.00 g/mol
Largest force on an atom: 0.0434 Eh/bohr
Net charge: +1
HOMO (spin up / spin down): -13.1 / -13.3 eV
Frontier orbital gap (spin up / spin down): 8.578 / 9.033 eV
2S+1: 5

No. 3
The following is a DFT calculation (ωB97M-V/def2-TZVPD) of a 2-piece molecular cluster, C2H3F2O4S overall.

```
12
Properties=species:S:1:pos:R:3:mulliken_charge:R:1
O 0.67051 0.78580 0.67410 -0.65
C -1.12918 -0.01050 -0.36906 0.01
C 2.45475 -0.72392 -0.44363 0.34
F 3.66337 -0.84438 -1.11092 -0.26
H 1.61032 -1.12790 -1.02724 0.10
S 2.06836 0.96784 0.15265 1.09
F 2.53223 -1.47764 0.62781 -0.24
O 3.17555 1.39282 1.05989 -0.67
H -1.77002 0.75881 0.21103 0.17
O 1.92754 1.76094 -1.00282 -0.66
H -0.75830 0.19136 -1.41114 0.23
O -1.17908 -1.18737 -0.09878 -0.48
```

M: 161.11 g/mol
Largest force on an atom: 0.0684 Eh/bohr
Net charge: -1
HOMO: -5.6 eV
Frontier orbital gap: 9.548 eV

No. 4
The following is a DFT calculation (ωB97M-V/def2-TZVPD) of C19H43N2OP3PtS as an isolated structure.

```
70
Properties=species:S:1:pos:R:3:mulliken_charge:R:1
H 2.22331 -1.83083 -2.89582 0.59
C 2.84315 0.69854 2.16397 -0.96
H -2.53528 -1.18343 2.00989 0.29
H -1.67874 -0.41391 -2.13047 0.52
H -1.28535 4.25659 0.97630 0.31
H -3.60828 -0.19493 3.03005 0.49
C -2.24245 2.57545 2.86460 -1.22
C 2.56904 2.78008 0.26382 -1.15
H -0.40273 -2.27630 -6.66899 0.33
H 0.21017 0.42713 3.93610 0.25
H -3.48820 2.88231 -1.55382 0.54
H -1.15523 -4.05956 -4.32988 0.68
P -1.36154 2.47622 -0.71733 0.48
H 0.64888 3.83570 2.64898 0.36
C -0.76963 -3.24810 -3.72123 -0.56
H -1.41548 0.15472 4.67133 0.63
C 1.85548 -3.50296 3.92239 -0.62
H 3.76131 1.24189 2.43583 0.59
C 0.60119 -3.14525 -3.44680 -1.38
H -1.54489 4.80281 -0.70511 0.51
H 0.29784 -4.44796 0.57602 0.26
H -3.31041 1.14003 -1.11833 0.29
Pt -0.23678 0.88770 0.47192 1.20
H 1.97340 3.51320 -0.28657 0.23
H -3.64091 2.33567 0.16435 0.37
N 1.09619 -3.79312 2.72636 0.01
C 1.70058 -2.14670 -6.24563 -0.33
H 2.52418 -2.64604 -5.69225 0.29
H -0.74247 -0.95122 3.46820 0.13
H 1.84048 -2.44809 4.19441 0.29
H 3.06155 -0.03889 1.38417 0.24
P 1.62168 1.87504 1.53139 0.31
H 0.92930 2.51188 3.79386 0.38
H -1.00244 1.51530 -2.90279 0.29
H 1.29909 -3.93743 -3.74700 0.65
H 0.41565 -3.72489 -5.82678 0.37
H -0.14934 -2.82983 -0.03021 0.05
H 1.19963 -4.72087 2.34827 0.30
H 2.98897 2.08560 -0.47126 0.38
N 0.08143 -3.46655 0.72548 -0.32
H -1.39087 3.28442 -2.88087 0.55
H 2.28582 3.48382 3.22814 0.53
C -0.98083 4.11673 -0.06476 -1.05
C -0.80010 2.48086 -2.42516 -1.22
H -2.64986 -2.31888 -3.56332 0.51
H 0.27318 2.69138 -2.49811 0.33
C 0.32603 -1.03129 -2.38230 0.34
H 1.94753 -1.32724 -6.89856 0.33
C 1.14051 -1.99786 -2.91528 -0.26
H -1.44183 3.29457 3.06081 0.28
C 1.33664 3.02957 2.91920 -1.31
H 0.09030 4.33630 -0.12887 0.25
H -2.82834 2.48039 3.78773 0.54
C -1.59263 -2.21819 -3.31926 -0.67
C 0.48369 -2.69774 -6.20904 -0.16
H 2.90071 -3.83063 3.80158 0.38
H 2.44657 0.18465 3.04345 0.16
P -1.56602 0.94524 2.34224 0.29
C -3.13349 2.17445 -0.79551 -1.20
S 1.23422 0.14904 -1.34486 -0.28
H 1.90457 -0.75934 -0.49805 0.12
C 0.61748 -2.87978 1.83337 0.59
O 0.62146 -1.64090 1.95134 -0.20
C -0.80818 0.09606 3.77206 -1.03
C -1.05344 -1.12056 -2.62613 -0.25
H -2.88336 3.02752 2.09927 0.31
H -3.55425 0.03542 1.24827 0.34
H 1.47290 -4.09224 4.76266 0.35
C -2.97262 -0.19012 2.13990 -1.18
H 3.40184 3.30538 0.74261 0.53
```

M: 635.63 g/mol
Largest force on an atom: 0.0971 Eh/bohr
Net charge: +4
HOMO (spin up / spin down): -17.0 / -20.2 eV
Frontier orbital gap (spin up / spin down): 6.381 / 4.379 eV
2S+1: 5

No. 5
The following is a DFT calculation (ωB97M-V/def2-TZVPD) of C8H17BNNaNbO4P as an isolated structure.

```
34
Properties=species:S:1:pos:R:3:mulliken_charge:R:1
Nb 0.15482 -1.62564 0.25239 -0.76
B 2.20787 0.32349 -1.50231 0.67
H -1.99782 0.23989 -0.61154 0.21
H -2.39285 -0.43828 1.13226 0.48
C -1.52864 -0.03471 0.43230 -1.14
C 0.29190 3.85680 1.05307 -0.16
H 0.66304 2.13175 4.65953 0.29
H -1.28828 -5.33287 -0.68462 0.17
O 3.06352 0.47902 -0.30938 -0.53
Na -1.21958 3.65073 -2.48122 0.97
O -0.59659 -3.59479 -2.56587 -0.55
O -2.94015 -2.38554 -1.38184 -0.53
H 1.38379 -2.99017 0.21106 0.05
H -3.16065 -2.57254 -2.34268 0.29
C -0.47622 2.62145 0.29574 0.76
H 0.55145 4.81486 0.41811 0.16
H 2.33944 2.15337 -2.45918 0.24
H -0.79943 2.61142 -0.84697 -1.03
H -0.70818 -4.59019 -2.66796 0.27
H -0.68596 0.02944 3.27988 0.28
C 0.94732 -0.71724 -1.68050 -0.53
H 0.08086 -0.10249 -2.22251 0.03
C 0.36612 2.29462 3.52927 -0.41
P -1.42442 -3.17915 -1.05710 0.80
C 0.68838 3.65442 2.64890 -0.39
N -1.66023 -4.51502 -0.14012 -0.70
H 3.46925 -0.38699 -0.01046 0.30
C -0.79137 1.26807 1.17074 0.59
H 1.29881 -1.55516 -2.45472 0.35
H 1.25936 4.53570 3.16526 0.27
H 1.27484 -0.60077 1.25463 0.18
O 2.51687 1.19459 -2.69077 -0.56
C -0.40400 1.06485 2.76148 -0.16
H -0.48327 -2.30292 1.84514 0.06
```

M: 348.91 g/mol
Largest force on an atom: 0.0983 Eh/bohr
Net charge: 0
HOMO: -6.8 eV
Frontier orbital gap: 3.891 eV